A molecular structure, C37H44N5O3PRbS. Source: OMol25; level of theory: ωB97M-V with the def2-TZVPD basis set.

Calculated values
**LUMO level (alpha / beta)**: 3.67 / 3.60 eV
**HOMO level (alpha / beta)**: -1.30 / -1.30 eV
**ΔE to the lowest compared entry with this formula, charge and spin**: 1365.2 kJ/mol
**HOMO-LUMO gap (alpha / beta)**: 5.0 / 4.9 eV
**Charge**: -2
**Expectation value of S²**: 0.8019
**Multiplicity**: 2

XYZ file:
```
92
Properties=species:S:1:pos:R:3:forces:R:3:lowdin_spin:R:1
Rb -2.186 1.119 0.608 -0.4084 0.4190 -0.0471 0.00
C 0.596 5.178 1.868 -0.5850 -2.0943 -4.1425 0.01
C 1.502 3.937 2.089 -1.0587 2.1795 0.2318 0.09
C 2.417 3.493 1.123 2.1926 -2.2590 1.5934 0.05
C 2.584 4.164 -0.043 -1.0248 2.6629 -1.9362 0.43
C 3.367 2.404 1.566 -2.7389 1.4876 -1.0918 0.17
C 4.632 2.219 0.770 -0.0024 -0.6199 1.3525 0.03
C 2.993 1.640 2.664 3.1057 -0.8308 -1.7466 0.00
C 3.991 0.532 2.950 -3.8374 -2.4554 -0.7188 -0.01
C 2.014 2.024 3.504 -0.8352 0.7729 2.8082 0.15
C 1.733 1.160 4.820 -0.2401 3.7140 -0.9129 0.02
C 1.418 3.295 3.269 -1.1519 -0.8421 3.4309 -0.03
C 0.862 3.867 4.627 -1.0144 -0.5909 0.0886 -0.01
H -0.438 4.770 1.437 1.8612 1.1119 1.3847 0.00
H 0.945 5.837 1.018 -0.2883 -0.7775 0.9561 0.00
H 0.550 5.828 2.668 -0.6216 0.8609 1.9842 0.00
H 9.114 6.552 3.791 -1.1900 -0.5003 0.2721 0.00
H 2.908 3.627 -0.968 0.0211 1.0646 0.8465 0.02
H 2.102 5.270 -0.015 1.3692 -3.0498 -1.0766 0.02
H 4.802 3.251 0.432 0.8785 -0.5022 -0.0839 0.01
H 4.320 1.604 -0.144 1.2755 0.3101 1.1807 0.01
H 5.457 1.778 1.591 -1.7651 1.3299 -3.1616 0.00
H 3.429 -0.455 3.182 0.8411 1.4350 -0.5305 0.00
H 4.498 0.729 3.822 1.8405 0.5443 1.8317 0.00
H 4.552 0.363 2.056 0.5797 -0.4704 0.1826 0.00
H 2.278 1.414 5.782 -0.5412 0.4611 -1.1251 0.01
H 2.173 0.273 4.527 -0.2422 -2.4880 -0.1341 0.00
H 0.632 1.281 4.957 1.0216 -1.2417 0.1634 0.00
H 1.781 3.920 5.240 -0.5469 0.1847 0.0450 0.00
H 0.166 3.117 5.158 1.0343 1.1379 -0.9395 0.00
H 0.324 4.855 4.690 0.7072 -0.9306 -0.6078 0.00
O 2.436 -6.218 -1.643 3.6939 -0.7678 0.2959 0.00
C 2.065 -5.728 -0.432 -1.7611 -0.6348 -0.8895 0.00
O 2.780 -5.721 0.524 0.0021 0.2462 0.0991 0.00
C 0.583 -5.305 -0.578 1.2888 1.4770 3.0525 0.00
C -0.051 -5.211 -1.780 -1.0762 0.0316 1.9021 0.00
C -1.296 -4.657 -1.781 -1.6191 0.4829 -1.6072 0.00
C -1.806 -3.984 -0.719 1.6524 -0.3828 2.1293 0.00
C -1.081 -4.052 0.480 1.3258 -0.5888 -1.4132 0.00
N 0.091 -4.756 0.582 -1.2037 0.8021 -0.8811 0.00
H 0.254 -5.587 -2.672 1.4637 -1.1550 -2.1803 0.00
H -1.856 -4.717 -2.700 -0.0841 0.2835 -0.2712 0.00
H -2.600 -3.309 -0.594 -1.4597 0.3655 -1.0108 0.00
H -1.514 -3.343 1.188 0.9582 -0.7958 1.0638 0.00
O -0.842 0.127 2.716 0.3203 -0.0978 -0.1260 0.00
N -0.022 -0.844 3.038 -0.3668 0.9960 0.1966 0.00
C 0.883 -1.233 2.149 1.0233 0.6269 -1.7838 0.00
C 1.725 -2.313 2.381 -1.3967 1.9083 -1.3537 0.00
C 1.470 -2.990 3.499 1.4024 -2.8115 1.2305 0.00
C 0.602 -2.550 4.466 1.1205 -0.6685 -0.5674 0.00
C -0.083 -1.367 4.330 -1.0079 0.2772 -0.7630 0.00
S -1.099 -0.625 5.427 -0.5845 -0.0352 1.0317 0.00
H 0.906 -0.608 1.223 -0.1458 -0.6941 0.8252 0.00
H 2.366 -2.739 1.666 0.7329 0.0270 -1.0496 0.00
H 2.061 -3.946 3.504 -0.9479 0.7161 0.9235 0.00
H 0.513 -3.168 5.301 -0.4569 -0.4444 1.5076 0.00
C -5.117 1.848 -0.363 0.9024 1.4221 1.2267 0.00
C -5.648 0.969 -1.008 -1.5067 -3.3455 -2.5515 0.00
C -6.113 -0.140 -1.983 3.0930 4.6831 6.7921 0.00
C -6.173 -1.417 -1.593 -3.6340 -4.4966 -1.3649 0.00
C -6.671 -2.323 -2.569 2.1209 -0.2281 2.7555 0.00
C -6.851 -2.033 -3.866 -0.8504 -4.9677 -4.6817 0.00
C -6.645 -0.803 -4.324 -1.3238 5.7793 -0.2388 0.00
C -6.244 0.195 -3.213 -2.3137 -3.4564 -9.0347 0.00
H -6.416 -1.834 -0.641 1.0772 0.5258 1.1414 0.00
H -6.719 -3.359 -2.330 -0.3163 -0.6882 0.5975 0.00
H -7.012 -3.089 -4.622 0.0243 3.4587 2.0371 0.00
H -7.163 -0.212 -5.446 2.2545 -2.3559 3.5059 0.00
H -6.033 0.990 -3.800 0.6843 3.6247 -0.0990 0.00
C -0.696 0.950 -4.998 -3.1697 -1.3856 -0.5589 0.00
N 0.233 1.593 -4.062 -2.2994 -1.2759 -1.0415 0.00
C -0.677 1.917 -2.993 2.6126 0.3845 5.2821 0.00
N -1.374 0.846 -2.281 -0.7470 -1.3627 -2.1296 0.00
C -2.241 0.142 -3.344 1.8492 0.3433 1.0168 0.00
N -1.366 -0.436 -4.472 -0.5700 3.2682 0.5125 0.00
C -0.259 -1.429 -4.145 -4.6755 -1.8241 1.4475 0.00
P 0.725 -0.910 -2.720 0.1660 -1.0786 1.1810 0.00
C 1.313 0.450 -3.730 -5.1219 0.9384 -3.0542 0.00
C -0.464 -0.193 -1.644 -1.3443 1.0768 0.5838 0.00
H -0.093 0.736 -5.845 0.0733 -0.5645 -1.3525 0.00
H -1.789 1.528 -5.396 3.6505 -0.9603 1.4362 0.00
H 3.456 -6.465 -1.543 -3.1122 0.7645 -0.2725 0.00
H -1.443 2.714 -3.152 1.0057 -0.3300 -0.5570 0.00
H 0.102 2.123 -2.156 -1.3464 1.0751 -0.8084 0.00
H -3.021 0.837 -3.758 0.8636 -0.5522 0.1047 0.00
H -2.714 -0.538 -2.664 -0.5848 -1.2459 -0.6226 0.00
H -0.104 -1.681 -5.162 1.8327 -0.6526 -0.9192 0.00
H -0.766 -2.390 -3.687 0.3060 1.5151 -1.0679 0.00
H 1.244 0.090 -4.822 2.3175 0.2192 1.8244 0.00
H 2.023 0.921 -3.207 3.4960 2.0169 0.8430 0.00
H 9.754 6.820 3.643 1.1895 0.4999 -0.2724 0.00
H -1.039 -0.623 -0.714 1.8880 -0.0117 -2.1198 0.00
```
Forces are in eV/Å.